The following is a DFT calculation (ωB97M-V with the def2-TZVPD basis set) of a structure of composition C25H28N6OPS in a non-equilibrium geometry.

Each line ends with the Mulliken charge.
Atoms and positions in Å:
O  -2.238  -2.418  0.912  -0.6641
P  -1.764  -2.248  -0.536  0.4564
N  -1.769  -0.596  -0.961  -0.3933
S  -0.507  -0.351  -2.121  -0.3439
H  -0.463  -2.816  -0.678  0.0240
H  -2.613  -2.941  -1.453  -0.0662
H  0.684  -0.880  -1.665  0.0156
N  4.009  -1.893  -1.999  -0.5543
C  4.221  -1.005  -1.022  -0.3455
C  4.792  0.242  -1.222  -0.1292
C  5.170  0.591  -2.508  -0.3327
C  4.962  -0.314  -3.536  -0.3264
C  4.379  -1.533  -3.230  -0.2782
H  3.910  -1.323  -0.033  0.3859
H  4.936  0.923  -0.392  0.5238
H  5.619  1.556  -2.706  0.3877
H  5.242  -0.079  -4.554  0.3570
H  4.192  -2.270  -4.003  0.3480
N  -1.842  -2.164  -6.361  -0.5700
C  -1.985  -1.926  -5.051  -0.1316
C  -3.213  -1.794  -4.421  -0.0610
C  -4.360  -1.912  -5.188  -0.6071
C  -4.236  -2.159  -6.548  -0.2129
C  -2.963  -2.277  -7.079  -0.3105
H  -1.066  -1.835  -4.487  0.4077
H  -3.264  -1.600  -3.356  0.3991
H  -5.338  -1.813  -4.733  0.3754
H  -5.109  -2.257  -7.181  0.3512
H  -2.817  -2.472  -8.137  0.3293
N  4.777  2.851  0.766  -0.4086
C  5.384  4.037  0.866  -0.3116
C  4.731  5.210  1.206  -0.4740
C  3.368  5.155  1.455  -0.1315
C  2.717  3.937  1.356  -0.6616
C  3.463  2.822  1.011  -0.1127
H  6.448  4.032  0.659  0.3650
H  5.276  6.143  1.274  0.3629
H  2.820  6.051  1.723  0.4382
H  1.653  3.852  1.542  0.4623
H  2.997  1.847  0.923  0.4346
N  -0.062  4.476  3.571  -0.3344
C  -1.296  4.768  3.987  -0.2705
C  -1.568  5.537  5.108  -0.4033
C  -0.501  6.030  5.842  -0.1696
C  0.789  5.737  5.428  -0.6392
C  0.950  4.961  4.291  -0.0757
H  -2.097  4.357  3.384  0.3816
H  -2.589  5.743  5.398  0.3493
H  -0.672  6.634  6.725  0.3620
H  1.649  6.101  5.973  0.3430
H  1.939  4.706  3.926  0.4609
N  -3.166  -5.467  3.612  -0.5493
C  -3.318  -4.829  2.442  -0.2956
C  -4.242  -5.207  1.479  -0.3436
C  -5.050  -6.303  1.733  -0.4014
C  -4.907  -6.979  2.936  -0.2810
C  -3.958  -6.521  3.835  -0.2505
H  -2.666  -3.977  2.277  0.7061
H  -4.322  -4.652  0.555  0.3607
H  -5.782  -6.629  1.003  0.3608
H  -5.519  -7.840  3.172  0.3473
H  -3.813  -7.016  4.790  0.3454

Results
- net charge = -1
- E_HOMO (eV) = -3.45
- spin multiplicity = 1
- gap between HOMO and LUMO (eV) = 5.66